Record 1
One molecule with the formula C5H8N2, computed with ωB97M-V/def2-TZVPD.

Computed properties:
Charge: 0
Energy above the lowest of the compared OMol25 structures with the same formula, charge and spin: 189.8 kJ/mol
Frontier orbital gap: 7.3153 eV
HOMO level: -0.263 hartree
LUMO energy: 0.15 eV
E: -304.76321 hartree

CARTESIAN COORDINATES (ANGSTROEM)
N1 1.381594 0.128698 -0.278163
N2 -0.774629 0.453012 0.727868
C1 -2.178255 -0.486826 -0.804351
C2 1.828362 0.373244 1.133696
C3 -2.061218 0.154389 0.427495
C4 -0.097912 -0.005244 -0.328786
C5 -0.869302 -0.600074 -1.314119
H1 -2.860760 0.413446 1.112751
H2 1.286937 -0.318494 1.782061
H3 -3.081476 -0.839454 -1.288313
H4 1.718312 0.882198 -0.891239
H5 1.822875 -0.724486 -0.632261
H6 -0.559437 -1.047196 -2.246712
H7 1.539079 1.384237 1.412985
H8 2.905829 0.232550 1.187088

Cartesian forces (eV/Å) of the 3 atoms listed first:
0.062 -0.030 0.044
-0.037 -0.042 -0.181
-0.067 0.001 -0.024

Record 2
C39H41N4O8PReS4 as an isolated structure at a distorted geometry, computed with ωB97M-V/def2-TZVPD.

Computed properties:
Charge: +2
Energy above the lowest of the compared OMol25 structures with the same formula, charge and spin: 182.7 kJ/mol
2S+1: 4
Frontier orbital gap (alpha / beta): 7.3986 / 5.1655 eV
HOMO level (alpha / beta): -0.448 / -0.450 hartree
LUMO energy (alpha / beta): -4.80 / -7.08 eV
E: -4343.61074 hartree
Expectation value of S²: 3.79

CARTESIAN COORDINATES (ANGSTROEM)
Re1 1.728677 0.613188 0.392385
S1 -1.267979 4.402549 1.146355
S2 3.198897 -1.637367 -1.529520
S3 -1.408813 -0.755390 -1.842054
S4 -0.331444 3.917095 -2.000019
P1 -0.093471 -0.185976 1.789184
O1 3.493578 1.359353 -0.767596
O2 -0.691698 4.582430 2.441135
O3 3.639586 0.098198 1.647070
O4 2.049178 2.221689 1.444996
O5 5.711664 1.570020 -0.853284
O6 1.975433 -1.137403 -0.703853
O7 -1.142124 5.399893 0.121233
O8 3.511269 3.380726 2.692534
N1 -6.851603 2.716991 1.637249
N2 -3.283060 -2.153183 -3.104441
N3 0.597502 1.694685 -0.961117
N4 -0.496336 3.005618 0.597282
C1 1.395237 -1.425758 -5.098441
C2 -2.523093 -3.190745 -1.151633
C3 1.616517 -1.686198 -3.756868
C4 0.687233 2.176276 5.003632
C5 3.876424 -0.813346 -3.998845
C6 4.611156 1.137298 -0.305924
C7 0.844019 -0.542532 4.412614
C8 3.634444 -0.578595 -5.342136
C9 -3.768663 4.066284 0.209348
C10 1.192147 1.283715 5.944569
C11 0.353356 2.732684 -2.990453
C12 0.269443 -2.954628 1.232770
C13 -0.060484 -4.296380 1.393087
C14 -3.349509 3.345169 2.489712
C15 0.344635 0.351434 3.465586
C16 -2.896950 3.901235 1.288031
C17 2.139033 -0.607204 -7.370486
C18 3.007560 -3.382173 -1.373696
C19 -0.406279 -1.973142 1.950540
C20 -1.065450 -4.667500 2.272865
C21 1.264537 -0.072970 5.652543
C22 -4.661589 2.950906 2.604631
C23 2.865268 -1.377672 -3.224308
C24 -5.078133 3.669518 0.326688
C25 0.802053 1.639176 -2.291149
C26 -1.413568 -2.357083 2.841857
C27 -4.165677 -3.159312 -3.351363
C28 -4.247278 -4.213429 -2.505943
C29 3.070192 2.336619 2.327827
C30 -5.549921 3.109504 1.526208
C31 -1.761895 0.484002 1.530916
C32 3.562810 1.003936 2.804029
C33 2.393038 -0.878964 -5.910258
C34 -3.398305 -4.214634 -1.378698
C35 4.843919 0.287615 0.913165
C36 0.260022 1.713105 3.768731
C37 -2.433408 -2.088913 -2.041968
C38 -0.094148 2.863979 -0.600476
C39 -1.741735 -3.693573 2.999890
H1 -5.025609 2.539518 3.539769
H2 0.425573 -1.652124 -5.526839
H3 -0.101176 2.424320 3.033908
H4 0.814759 -2.069081 -3.132280
H5 4.845499 -0.583756 -3.565569
H6 -3.420068 4.532560 -0.704187
H7 -2.320095 0.400765 2.463744
H8 5.504680 2.125923 -1.625617
H9 -2.241797 -0.090437 0.740858
H10 -7.517335 3.010285 0.945140
H11 2.112017 0.466947 -7.564957
H12 -7.225040 2.493824 2.541930
H13 1.275665 0.772137 -2.723497
H14 5.616812 0.736406 1.533923
H15 5.210826 -0.679221 0.568310
H16 -1.873543 -3.183904 -0.286127
H17 1.644681 -0.768656 6.390742
H18 -5.763264 3.812189 -0.500566
H19 -1.719056 1.531172 1.232172
H20 1.040017 -2.669445 0.536581
H21 -2.672976 3.257220 3.331820
H22 1.525072 1.647437 6.909246
H23 3.756700 -3.846383 -2.017313
H24 2.934135 -1.024316 -7.988907
H25 0.907609 -1.601725 4.189708
H26 -1.318992 -5.712436 2.401414
H27 -2.519329 -3.977101 3.698121
H28 -4.773633 -3.051044 -4.237705
H29 1.997361 -3.642112 -1.692090
H30 -3.446409 -5.040708 -0.679012
H31 -3.246281 -1.359646 -3.729746
H32 1.193107 -1.033407 -7.698434
H33 0.426301 2.871571 -4.059177
H34 0.633745 3.235650 5.224401
H35 2.843414 0.559587 3.484839
H36 0.470234 -5.056023 0.830861
H37 4.418472 -0.157895 -5.962537
H38 -1.937722 -1.613403 3.430877
H39 3.181954 -3.645947 -0.330430
H40 4.534828 1.083754 3.279084
H41 -4.947339 -5.013268 -2.696599

Cartesian forces (eV/Å) of the 3 atoms listed first:
0.544 0.179 0.014
0.714 0.176 0.002
0.122 0.355 0.402

Record 3
A 5-piece molecular cluster, C20H40Br2FN3O4P overall at a distorted geometry, computed with ωB97M-V/def2-TZVPD.

Computed properties:
Charge: +1
Frontier orbital gap: 7.0467 eV
HOMO level: -0.413 hartree
LUMO energy: -4.20 eV
E: -6840.19603 hartree

CARTESIAN COORDINATES (ANGSTROEM)
Br1 -1.463664 -2.251965 -0.017979
Br2 -3.681378 -0.340785 0.507276
P1 0.872417 -0.637811 1.657317
F1 -1.537566 -1.670551 3.324419
O1 4.308319 1.786170 -0.229093
O2 -6.195721 -1.210416 -1.407097
O3 -3.930670 -3.703125 -5.996660
O4 5.558436 0.838842 3.762907
N1 -0.565349 0.525717 -0.245356
N2 0.409770 3.911823 1.574475
N3 1.823403 -1.734850 1.014406
C1 -0.954588 1.688065 0.192625
C2 -0.858696 3.081675 -0.454581
C3 5.727924 1.926670 4.270824
C4 -1.741006 -3.106330 -6.691670
C5 5.944109 0.259918 -1.033616
C6 4.927499 0.755277 -0.039710
C7 -0.771731 4.141786 0.718188
C8 -1.605253 1.522037 1.607181
C9 5.182965 3.178959 3.634159
C10 4.706154 -0.071561 1.193096
C11 -5.984829 -1.706685 -2.495365
C12 -2.454055 0.418840 4.143054
C13 -0.817178 -0.558302 0.750102
C14 -4.628210 -1.633533 -3.144877
C15 -2.384890 -0.627198 2.978329
C16 -2.777699 -4.048065 -6.137548
C17 6.490060 2.080237 5.559938
C18 -2.057442 0.014773 1.572895
C19 -2.324171 -5.435111 -5.766209
C20 -7.070875 -2.421222 -3.251064
H1 6.000971 3.859224 3.391701
H2 -0.948818 -2.950492 -5.956886
H3 -1.751468 3.362190 -1.052849
H4 -3.941885 -1.091953 -2.492058
H5 -2.514874 2.152038 1.604191
H6 -2.885205 -0.052395 5.050101
H7 -0.835184 1.684918 2.386444
H8 0.115120 3.678775 2.519960
H9 6.926288 0.199933 -0.562276
H10 -2.206658 -2.146845 -6.914903
H11 1.365917 -2.234955 0.254457
H12 -1.320839 -3.514930 -7.612053
H13 3.950901 0.406667 1.813224
H14 -4.699644 -1.104254 -4.096130
H15 -4.239838 -2.640420 -3.306630
H16 0.068098 3.209268 -1.049498
H17 -3.117323 1.256148 3.831957
H18 -1.460240 0.863570 4.370708
H19 -0.094910 0.427892 -1.144330
H20 -1.929514 -5.945732 -6.646097
H21 -7.991350 -2.398173 -2.668866
H22 -3.171787 -6.002018 -5.382894
H23 4.658665 2.919510 2.713347
H24 -3.403670 -1.061416 2.917072
H25 4.481168 3.666405 4.313760
H26 5.649521 -0.721619 -1.408466
H27 1.418676 0.672193 1.505257
H28 0.688233 -0.879485 3.047926
H29 -1.557604 -5.381479 -4.990865
H30 6.822186 1.100947 5.902269
H31 5.999252 0.954011 -1.872044
H32 4.353201 -1.065691 0.912949
H33 0.961086 4.757218 1.674286
H34 5.845594 2.519357 6.323555
H35 5.628697 -0.146428 1.763223
H36 -7.246862 -1.925620 -4.207064
H37 -1.722828 4.211147 1.293040
H38 -6.785557 -3.461238 -3.417414
H39 -0.619011 5.137907 0.239707
H40 7.365413 2.712547 5.401821

Cartesian forces (eV/Å) of the 3 atoms listed first:
2.053 0.155 -0.052
-0.387 1.665 0.196
1.708 -2.656 -0.799

Record 4
One molecule with the formula C5H11NO at a distorted geometry, computed with ωB97M-V/def2-TZVPD.

Computed properties:
Charge: 0
Energy above the lowest of the compared OMol25 structures with the same formula, charge and spin: 504.6 kJ/mol
Frontier orbital gap: 6.2694 eV
HOMO level: -0.298 hartree
LUMO energy: -1.85 eV
E: -326.93917 hartree

CARTESIAN COORDINATES (ANGSTROEM)
O1 -0.601893 1.646591 -0.706859
N1 0.803202 2.199283 1.101724
C1 0.144152 -1.093854 0.001154
C2 -1.232681 -0.786462 0.728703
C3 -0.103989 -1.271184 -1.528149
C4 0.987012 0.052761 0.164872
C5 0.601956 1.508289 -0.253030
H1 -0.339375 -0.289843 -1.942587
H2 0.873813 1.466699 1.805086
H3 -1.975268 -1.435821 0.275960
H4 -0.114125 2.565660 1.349621
H5 1.736685 0.060759 0.959981
H6 -0.899064 -1.988958 -1.692102
H7 0.815187 -1.631358 -1.995175
H8 0.480056 -2.057482 0.380959
H9 1.382039 1.817338 -0.978981
H10 -1.426417 0.265296 0.545555
H11 -1.131290 -1.027713 1.783268

Cartesian forces (eV/Å) of the 3 atoms listed first:
-0.149 0.060 -0.193
0.058 -0.915 0.505
-0.959 -0.887 -1.271

Record 5
A 3-piece molecular cluster, C3H12NO4 overall at a distorted geometry, computed with ωB97M-V/def2-TZVPD.

Computed properties:
Charge: -1
Energy above the lowest of the compared OMol25 structures with the same formula, charge and spin: 31.9 kJ/mol
Frontier orbital gap: 8.3578 eV
HOMO level: -0.161 hartree
LUMO energy: 3.98 eV
E: -477.24748 hartree

CARTESIAN COORDINATES (ANGSTROEM)
O1 0.666288 -0.763285 0.271760
O2 2.001861 -1.592234 -1.884277
O3 -1.684334 -0.629103 -0.890931
O4 0.680042 -3.144329 1.627621
N1 -0.741148 2.724208 0.338548
C1 0.697685 0.605338 0.544405
C2 -1.715844 0.536069 -0.047479
C3 -0.424192 1.352639 -0.168202
H1 -2.444454 1.128840 -0.605770
H2 1.687530 1.034581 0.316158
H3 -0.196144 1.474787 -1.233305
H4 0.831922 -2.259539 1.234311
H5 -1.926604 0.391288 1.010645
H6 1.439669 -1.017762 -1.249673
H7 1.387915 -1.718913 -2.613516
H8 0.090810 3.268025 0.132261
H9 -0.825109 -1.013507 -0.595775
H10 0.439956 0.698582 1.615006
H11 0.744514 -3.689474 0.846362
H12 -0.710363 2.613787 1.351850

Cartesian forces (eV/Å) of the 3 atoms listed first:
0.262 0.510 -0.740
-0.716 0.862 0.102
0.268 0.058 1.141

Record 6
C27H26BO3PPdS4 as an isolated structure, computed with ωB97M-V/def2-TZVPD.

Computed properties:
Charge: -2
Energy above the lowest of the compared OMol25 structures with the same formula, charge and spin: 61.7 kJ/mol
2S+1: 3
Frontier orbital gap (alpha / beta): 3.0656 / 5.6573 eV
HOMO level (alpha / beta): 0.050 / -0.053 hartree
LUMO energy (alpha / beta): 4.43 / 4.21 eV
E: -3357.12561 hartree
Expectation value of S²: 2.04

CARTESIAN COORDINATES (ANGSTROEM)
Pd1 0.574795 1.498000 0.030024
S1 -0.069673 2.835495 -2.029128
S2 -1.307835 5.498943 -2.370121
S3 -0.516660 6.486859 0.246589
S4 1.014995 4.057527 0.963513
P1 2.173180 -0.091763 -1.337498
O1 -2.403799 2.022473 0.234120
O2 -1.369586 2.071607 2.268363
O3 -1.609042 8.003178 -1.611220
C1 -0.370427 4.361602 -1.391638
C2 4.485008 1.993298 1.369334
C3 3.043784 1.218220 -0.464593
C4 3.544477 -1.210996 -2.011103
C5 1.861952 -2.416830 0.366935
C6 4.888220 -0.853848 -1.937201
C7 3.660410 1.029667 0.838905
C8 4.785233 3.183351 0.671973
C9 3.206464 -2.235285 -2.903952
C10 0.427901 -2.301179 2.291949
C11 1.570107 -1.088734 0.082250
C12 -4.675005 1.840550 0.948818
C13 -3.581664 4.041636 0.636868
C14 0.040895 4.845074 -0.142211
C15 -3.342481 1.421274 3.422779
C16 -2.640474 3.802748 3.303696
C17 0.672981 -0.329664 0.881195
C18 3.381357 2.435911 -1.167664
C19 -3.368990 2.608361 1.109253
C20 -1.169689 6.916011 -1.331973
C21 4.211383 3.374217 -0.618774
C22 4.167247 -2.901177 -3.657827
C23 0.126281 -0.967583 1.994067
C24 5.503814 -2.536592 -3.559769
C25 -2.710073 2.489632 2.537144
C26 5.856420 -1.510308 -2.697223
C27 1.283738 -3.032295 1.480163
B1 -1.185755 1.821142 0.900421
H1 -2.173625 3.621881 4.274312
H2 -4.381228 1.656296 3.670585
H3 -3.298653 0.445720 2.938167
H4 -4.377000 4.541479 1.200739
H5 6.895116 -1.207560 -2.619998
H6 -2.022399 4.525899 2.771845
H7 2.952920 2.604429 -2.149214
H8 4.411408 4.289732 -1.168375
H9 -0.012066 -2.770554 3.168940
H10 2.549848 -2.968654 -0.268268
H11 2.158339 -2.507954 -3.003941
H12 -2.765082 1.359161 4.347266
H13 -4.557678 0.787630 1.204439
H14 3.872611 -3.693399 -4.338419
H15 -3.859278 4.013870 -0.418904
H16 -5.467064 2.274873 1.568014
H17 5.425074 3.939799 1.113108
H18 1.508151 -4.068365 1.713696
H19 -2.665688 4.629817 0.719706
H20 -3.638974 4.223727 3.462102
H21 5.175070 -0.045585 -1.271548
H22 4.914440 1.829677 2.354469
H23 6.256666 -3.037212 -4.158243
H24 -4.979466 1.901408 -0.098469
H25 -0.542763 -0.418549 2.650197
H26 3.469587 0.121132 1.394057

Cartesian forces (eV/Å) of the 3 atoms listed first:
0.019 0.620 0.327
-0.009 0.141 0.257
0.258 0.031 -0.171

What is the formula in the third record? C20H40Br2FN3O4P